Formula: C4H13N2O
Source: the OMol25 dataset
Level of theory: ωB97M-V/def2-TZVPD

Geometry as XYZ:
```
20
Properties=species:S:1:pos:R:3:forces:R:3
C 0.06103 -1.95172 2.21642 1.6 -0.8 -0.4
C 0.59999 -0.67717 1.65416 -0.7 0.6 0.2
O 0.00935 -0.15277 0.70162 0.5 0.0 -0.3
N 1.67627 -0.12399 2.24738 -0.4 -0.1 0.2
H -0.92948 -1.81153 2.61789 -0.3 -0.2 -0.1
H 0.74918 -2.44580 2.90971 -0.3 0.5 0.4
H 1.93174 0.81203 1.97358 0.0 0.0 0.0
H 1.76253 -0.34242 3.22907 0.5 -0.1 -0.1
H 0.13455 -2.65030 1.37909 -0.9 0.0 -0.1
C -1.33425 1.03969 -2.07259 0.1 1.3 0.1
C -0.89857 -0.02752 -3.02301 -0.2 -0.6 -0.3
N -0.16969 1.58284 -1.28360 -0.3 0.2 0.8
H -1.80141 1.91490 -2.52672 0.3 -0.1 -0.6
H -2.09071 0.75712 -1.36347 0.0 -0.7 0.5
H -0.61187 -0.96826 -2.55164 0.3 0.3 0.3
H -0.12933 0.28461 -3.73167 0.0 0.1 0.2
H -0.43938 2.38901 -0.71105 -0.2 -0.1 -0.2
H 0.11403 0.86706 -0.56017 0.3 0.0 -0.1
H 0.60071 1.91156 -1.86137 0.1 -0.4 -0.2
H -1.75943 -0.30631 -3.60711 -0.4 0.0 -0.4
```
Forces are in eV/Å.

Computed properties:
- F_max (eV/A) = 1.80
- 2S+1 = 1
- total charge = +1
- ΔE to the lowest compared entry with this formula, charge and spin (eV) = 0.3193

Results of the Mulliken charge analysis, in e, for atoms 1 through 8: -1.07, 0.62, -0.73, -0.39, 0.29, 0.41, 0.23, 0.27